Entry 1:
{
  "formula": "C11H15N4",
  "method": "wB97M-V/def2-TZVPD",
  "elements": ["C", "C", "C", "C", "C", "C", "C", "C", "C", "C", "C", "N", "N", "N", "N", "H", "H", "H", "H", "H", "H", "H", "H", "H", "H", "H", "H", "H", "H", "H"],
  "positions_angstrom": [[4.50, 0.62, -0.59], [4.45, -0.78, -0.64], [3.31, 1.38, -0.55], [3.28, -1.46, -0.58], [2.13, 0.73, -0.54], [-0.08, -2.72, 1.00], [2.10, -0.65, -0.60], [-2.78, -0.23, -1.72], [-1.73, 1.33, 1.63], [-2.83, 0.08, -0.23], [-1.94, 0.99, 0.20], [1.10, -2.36, 0.68], [-0.95, -1.95, 0.30], [1.00, -1.36, -0.21], [-0.26, -1.15, -0.43], [5.42, 1.16, -0.76], [5.29, -1.42, -0.45], [3.39, 2.45, -0.48], [3.13, -2.50, -0.55], [1.10, 1.15, -0.56], [-0.37, -3.49, 1.69], [-2.87, -1.26, -1.92], [-1.85, 0.11, -2.05], [-3.62, 0.19, -2.20], [-1.55, 2.38, 1.84], [-2.62, 1.17, 2.33], [-0.85, 0.73, 1.96], [-3.52, -0.46, 0.40], [-1.95, -1.89, 0.24], [-1.20, 1.54, -0.38]],
  "lowdin_charge": [-0.0129, -0.0532, -0.0462, 0.0083, -0.0141, -0.0355, -0.1866, -0.0967, -0.1083, -0.1980, -0.2088, 0.1761, 0.1372, -0.0471, 0.1760, 0.1192, 0.1199, 0.1200, 0.1055, 0.1217, 0.1493, 0.0543, 0.0502, 0.0712, 0.0666, 0.1022, 0.0727, 0.1075, 0.1466, 0.1030],
  "lumo_ev": -4.39,
  "orbital_gap_ev": 8.157,
  "e_homo_ev": -12.5,
  "total_charge": 1
}

---

Entry 2:
{
  "formula": "C11H15N4O5Pt",
  "method": "wB97M-V/def2-TZVPD",
  "elements": ["Pt", "C", "C", "N", "C", "C", "N", "C", "O", "O", "C", "O", "O", "H", "H", "H", "H", "H", "N", "C", "C", "C", "N", "H", "H", "H", "H", "C", "C", "O", "H", "H", "H", "H", "H", "H"],
  "positions_angstrom": [[0.31, -0.15, -0.50], [-1.64, 1.77, 2.22], [-1.40, 0.31, 2.14], [-0.74, -0.37, 1.20], [-0.78, -1.71, 1.56], [-1.46, -1.84, 2.72], [-1.84, -0.57, 3.06], [-1.82, -2.97, 3.62], [-1.40, -4.17, 3.28], [-2.47, -2.73, 4.60], [-0.02, -2.67, 0.73], [0.02, -3.85, 0.99], [0.61, -2.10, -0.26], [-1.13, 2.28, 1.42], [-1.26, 2.15, 3.17], [-2.70, 2.00, 2.17], [-2.37, -0.37, 3.90], [-0.86, -4.16, 2.45], [-0.85, 2.12, -1.90], [-1.01, 3.44, -2.06], [-0.18, 4.06, -1.15], [0.44, 3.02, -0.46], [0.04, 1.84, -0.92], [-1.37, 1.37, -2.33], [-1.69, 3.84, -2.80], [-0.04, 5.12, -1.01], [1.20, 3.08, 0.31], [3.35, -1.01, -3.53], [2.58, -1.19, -2.25], [1.46, -0.21, -2.22], [4.17, -1.73, -3.55], [3.77, -0.01, -3.61], [2.72, -1.21, -4.40], [3.17, -0.94, -1.37], [2.17, -2.18, -2.13], [1.01, -0.27, -3.07]],
  "lowdin_charge": [1.2243, 0.0322, -0.2936, -0.0286, -0.1206, -0.0453, 0.2037, -0.4683, 0.1702, 0.1391, -0.5268, 0.1141, -0.1749, 0.0503, 0.1028, 0.1019, 0.1897, 0.0876, 0.0117, -0.0518, -0.0259, -0.1237, -0.1839, 0.1565, 0.1348, 0.1141, 0.1296, -0.0584, -0.2344, -0.2425, 0.0957, 0.0885, 0.0875, 0.1235, 0.1111, 0.1099],
  "lumo_ev": -2.96,
  "orbital_gap_ev": 10.067,
  "e_homo_ev": -13.0,
  "total_charge": 1
}

---

Entry 3:
{
  "formula": "C11H15NPPb",
  "method": "wB97M-V/def2-TZVPD",
  "elements": ["C", "C", "C", "C", "C", "Pb", "P", "H", "H", "H", "H", "H", "H", "H", "H", "N", "C", "C", "C", "C", "C", "C", "H", "H", "H", "H", "H", "H", "H"],
  "positions_angstrom": [[0.46, 0.01, -2.23], [-0.82, -0.70, -2.17], [-0.63, -1.86, -1.43], [0.78, -1.89, -1.00], [1.47, -0.80, -1.62], [0.00, 0.00, 0.00], [-0.52, 2.17, 0.40], [0.64, 0.93, -2.79], [-1.76, -0.36, -2.61], [-1.38, -2.61, -1.16], [2.54, -0.58, -1.56], [1.25, -2.70, -0.45], [-1.49, 2.43, 1.40], [-1.05, 2.94, -0.67], [0.53, 3.02, 0.83], [-0.02, -0.01, 1.92], [-0.01, -0.02, 3.36], [1.20, -0.18, 4.09], [1.19, -0.18, 5.47], [0.00, 0.01, 6.16], [-1.20, 0.18, 5.47], [-1.21, 0.17, 4.09], [0.96, -0.31, 1.89], [-1.04, -0.02, 1.88], [2.15, -0.32, 3.57], [2.12, -0.32, 6.00], [0.00, 0.02, 7.23], [-2.12, 0.33, 6.00], [-2.16, 0.31, 3.58]],
  "lowdin_charge": [-0.3141, -0.2680, -0.2849, -0.3133, -0.3110, 0.7159, 0.4856, 0.0918, 0.0956, 0.0934, 0.0941, 0.0874, -0.1339, -0.1258, -0.1501, -0.3820, -0.2626, -0.0704, -0.1267, -0.1358, -0.1231, -0.0774, 0.0250, -0.0130, 0.0788, 0.0889, 0.0779, 0.0887, 0.0691],
  "lumo_ev": [3.40, 2.96],
  "orbital_gap_ev": [3.484, 3.729],
  "e_homo_ev": [-0.1, -0.8],
  "total_charge": -1
}

---

Entry 4:
{
  "formula": "C11H15O2S",
  "method": "wB97M-V/def2-TZVPD",
  "elements": ["C", "C", "C", "C", "C", "C", "C", "C", "C", "C", "C", "O", "O", "S", "H", "H", "H", "H", "H", "H", "H", "H", "H", "H", "H", "H", "H", "H", "H"],
  "positions_angstrom": [[0.80, -1.21, -0.24], [0.52, -1.10, 1.04], [-0.69, -0.46, 1.60], [-1.46, 0.36, 0.89], [0.18, 1.61, -1.84], [0.43, 0.35, -2.10], [-0.15, -0.83, -1.33], [1.68, -1.76, 1.85], [-1.11, -0.62, 3.07], [-2.59, 1.23, 1.33], [1.45, -0.01, -3.18], [1.34, 3.87, -1.87], [-0.39, 3.45, -3.50], [0.79, 2.91, -2.81], [1.68, -1.60, -0.53], [-0.34, -1.69, -1.86], [-1.18, -0.35, -1.07], [1.30, -2.54, 2.37], [2.03, -1.15, 2.64], [2.55, -2.19, 1.22], [-0.44, -0.19, 3.72], [-1.01, -1.64, 3.32], [-2.05, -0.28, 3.32], [-3.08, 0.92, 2.20], [-3.25, 1.33, 0.44], [-2.33, 2.24, 1.57], [1.10, -0.35, -4.10], [2.08, -0.99, -2.80], [2.14, 0.71, -3.35]],
  "lowdin_charge": [-0.0830, -0.2018, -0.2290, 0.0194, -0.1454, -0.4052, -0.1711, -0.0514, -0.0352, -0.0980, -0.0916, -0.5088, -0.5089, 0.5873, 0.0547, 0.0825, 0.1192, 0.0204, 0.0506, 0.1069, 0.0481, 0.0632, 0.0352, 0.0289, 0.0879, 0.0715, 0.0412, 0.1175, -0.0050],
  "lumo_ev": [3.08, 3.07],
  "orbital_gap_ev": [6.829, 6.171],
  "e_homo_ev": [-3.8, -3.1],
  "total_charge": -1
}

---

Entry 5:
{
  "formula": "C11H16AuBrN3S",
  "method": "wB97M-V/def2-TZVPD",
  "elements": ["Au", "C", "C", "C", "C", "C", "Br", "N", "C", "H", "H", "H", "H", "H", "H", "C", "N", "C", "C", "N", "C", "S", "H", "H", "H", "H", "H", "H", "H", "H", "C", "H", "H"],
  "positions_angstrom": [[-0.49, -0.81, 0.60], [-4.98, -1.45, -2.50], [-4.21, -0.49, -1.64], [-4.70, 0.76, -1.30], [-3.94, 1.62, -0.52], [-2.71, 1.18, -0.07], [-1.65, 2.29, 1.00], [-2.23, -0.03, -0.36], [-2.97, -0.84, -1.14], [-5.98, -1.06, -2.72], [-5.10, -2.42, -2.00], [-4.47, -1.63, -3.45], [-5.68, 1.08, -1.64], [-4.29, 2.60, -0.25], [-2.53, -1.80, -1.36], [4.00, 0.37, 0.87], [3.81, -0.81, 0.05], [4.74, -1.94, 0.13], [4.12, -2.98, -0.82], [2.83, -2.36, -1.13], [2.71, -1.13, -0.63], [1.41, -0.07, -0.99], [4.06, 0.09, 1.92], [3.17, 1.05, 0.71], [4.93, 0.87, 0.58], [4.79, -2.30, 1.16], [5.74, -1.63, -0.18], [3.99, -3.95, -0.35], [4.71, -3.10, -1.73], [2.15, -2.74, -1.76], [0.70, -1.68, 1.80], [1.31, -1.12, 2.51], [1.05, -2.70, 1.64]],
  "lowdin_charge": [0.6904, -0.0305, -0.2359, 0.0077, -0.0797, -0.7521, 0.7879, -0.1581, -0.0809, 0.0839, 0.0904, 0.0920, 0.1296, 0.1125, 0.1228, -0.0335, -0.1525, -0.0863, -0.1018, 0.0315, -0.7853, 0.6287, 0.0975, 0.0599, 0.1010, 0.1287, 0.1310, 0.1211, 0.1248, 0.1424, -0.1347, -0.0248, -0.0277],
  "lumo_ev": [-4.29, -4.31],
  "orbital_gap_ev": [6.895, 6.875],
  "e_homo_ev": [-11.2, -11.2],
  "total_charge": 1
}

---

Entry 6:
{
  "formula": "C11H16BClN6W",
  "method": "wB97M-V/def2-TZVPD",
  "elements": ["C", "N", "N", "C", "C", "B", "N", "N", "C", "C", "C", "W", "N", "N", "C", "C", "C", "H", "H", "H", "H", "H", "H", "H", "H", "H", "H", "H", "C", "H", "H", "H", "Cl", "C", "H", "H"],
  "positions_angstrom": [[3.09, 0.00, -0.14], [1.78, -0.01, -0.56], [1.83, 0.01, -1.97], [3.10, 0.05, -2.39], [3.93, -0.01, -1.27], [0.59, 0.12, -2.86], [-0.37, -1.00, -2.45], [-0.79, -1.22, -1.14], [-1.72, -2.23, -1.18], [-1.83, -2.67, -2.51], [-0.99, -1.85, -3.27], [-0.10, 0.16, 0.23], [-0.08, 1.46, -2.50], [-0.49, 1.67, -1.18], [-1.07, 2.89, -1.13], [-1.02, 3.45, -2.41], [-0.38, 2.53, -3.24], [-1.45, 3.27, -0.20], [-0.14, 2.56, -4.31], [-1.40, 4.41, -2.71], [0.90, 0.09, -4.04], [-0.76, -1.71, -4.33], [3.27, 0.15, -3.47], [-2.44, -3.47, -2.91], [5.01, -0.05, -1.32], [-2.26, -2.49, -0.28], [3.34, 0.08, 0.91], [-2.32, -0.20, 1.62], [-1.79, -1.10, 2.00], [-2.35, -2.01, 1.74], [-0.74, -1.19, 1.59], [-1.78, -1.09, 3.10], [0.79, 2.37, 1.77], [0.52, 0.65, 2.11], [1.49, 0.15, 2.28], [-0.23, 0.52, 2.90]],
  "mulliken_spin": [-0.0046, 0.0020, 0.0109, 0.0031, 0.0202, -0.0110, 0.1287, 0.0485, 0.3576, 0.2743, 0.1414, 1.0676, 0.0047, 0.0089, -0.0076, 0.0289, -0.0036, -0.0007, 0.0003, 0.0001, -0.0004, 0.0009, 0.0001, -0.0180, 0.0002, 0.0119, -0.0025, -0.0027, 0.0068, -0.0009, 0.0060, -0.0005, -0.0376, -0.0618, 0.0229, 0.0062],
  "lumo_ev": [-17.54, -18.90],
  "s2": 2.021,
  "orbital_gap_ev": [5.677, 4.303],
  "e_homo_ev": [-23.2, -23.2],
  "spin_multiplicity": 3,
  "total_charge": 4
}

---

Entry 7:
{
  "formula": "C11H16BF7O4Pd",
  "method": "wB97M-V/def2-TZVPD",
  "elements": ["C", "C", "O", "C", "C", "O", "C", "B", "C", "O", "C", "C", "O", "C", "F", "F", "C", "F", "F", "C", "F", "F", "F", "H", "H", "H", "H", "H", "H", "H", "H", "H", "H", "H", "H", "H", "H", "H", "H", "Pd"],
  "positions_angstrom": [[-3.07, 3.86, 2.33], [-2.69, 2.48, 3.04], [-3.32, 1.42, 2.32], [-2.83, 1.30, 1.02], [-2.56, -0.22, 0.75], [-1.26, -0.52, 1.30], [-0.84, -1.77, 0.79], [0.54, -1.66, -0.06], [0.52, -0.70, -1.32], [1.66, 0.06, -1.48], [1.52, 1.11, -2.44], [1.47, 0.85, -3.95], [1.48, 2.19, -2.06], [1.77, -2.58, 0.43], [1.36, -3.89, 0.23], [1.95, -2.47, 1.75], [3.14, -2.45, -0.32], [3.84, -3.53, 0.00], [3.01, -2.52, -1.70], [4.02, -1.22, 0.13], [3.34, -0.32, 0.82], [4.52, -0.66, -0.97], [5.04, -1.62, 0.85], [-2.28, 4.18, 1.64], [-3.15, 4.62, 3.13], [-4.02, 3.74, 1.80], [-3.06, 2.47, 4.07], [-1.59, 2.34, 3.05], [-1.85, 1.81, 0.91], [-3.54, 1.68, 0.26], [-3.31, -0.88, 1.21], [-2.57, -0.34, -0.36], [-0.68, -2.46, 1.65], [-1.60, -2.28, 0.14], [-0.34, 0.02, -1.23], [0.25, -1.35, -2.28], [0.61, 0.23, -4.26], [2.38, 0.37, -4.34], [1.40, 1.82, -4.45], [0.75, -3.11, -2.38]],
  "lowdin_charge": [-0.0114, -0.1628, -0.0336, -0.1433, -0.1116, -0.1004, -0.0820, -0.0386, -0.1133, 0.0267, -0.4533, 0.0513, 0.2519, -0.3615, 0.0967, 0.1924, -0.3025, 0.1884, 0.0905, -0.5745, 0.2078, 0.1944, 0.2460, 0.0847, 0.0997, 0.0939, 0.1376, 0.1480, 0.1404, 0.1623, 0.1596, 0.1447, 0.1521, 0.1527, 0.1712, 0.1265, 0.0916, 0.1095, 0.1134, 0.8548],
  "lumo_ev": -13.51,
  "orbital_gap_ev": 2.264,
  "e_homo_ev": -15.8,
  "total_charge": 2
}

---

Entry 8:
{
  "formula": "C11H16BrN3O13PS4",
  "method": "wB97M-V/def2-TZVPD",
  "elements": ["O", "P", "Br", "C", "C", "N", "N", "C", "C", "N", "C", "S", "H", "H", "H", "H", "C", "C", "O", "S", "O", "O", "O", "H", "H", "H", "H", "C", "C", "O", "S", "O", "O", "O", "H", "H", "H", "H", "C", "C", "O", "S", "O", "O", "O", "H", "H", "H", "H"],
  "positions_angstrom": [[1.91, -3.59, -0.50], [0.88, -4.07, -1.80], [0.90, -6.33, -1.76], [-0.83, -3.36, -1.38], [-1.25, -1.95, -1.93], [-2.54, -1.45, -1.54], [-3.47, -1.97, -0.76], [-3.23, -3.25, -0.23], [-1.90, -4.09, -0.46], [-1.65, -5.40, 0.14], [-2.34, -6.23, -0.62], [-3.19, -7.19, -1.68], [1.27, -3.17, 0.15], [-0.54, -1.35, -2.60], [-2.76, -0.52, -1.95], [-4.01, -3.72, 0.46], [-1.18, 0.78, 3.55], [-1.74, -0.64, 3.50], [-2.03, -0.86, 2.11], [-0.96, -0.04, 1.21], [0.08, -0.95, 0.81], [-1.69, 0.76, 0.27], [-0.38, 0.92, 2.37], [-1.98, 1.52, 3.51], [-0.58, 0.95, 4.44], [-2.63, -0.76, 4.11], [-0.99, -1.37, 3.81], [1.23, 5.40, 1.98], [1.80, 4.06, 2.42], [1.67, 4.06, 3.84], [0.35, 4.92, 4.26], [-0.73, 4.00, 4.47], [0.73, 5.90, 5.22], [0.11, 5.65, 2.83], [1.96, 6.20, 2.13], [0.92, 5.39, 0.93], [2.84, 3.93, 2.13], [1.20, 3.23, 2.03], [3.35, 0.27, -4.40], [2.15, -0.67, -4.49], [1.18, -0.12, -3.59], [1.34, 1.50, -3.58], [0.37, 2.06, -4.47], [1.48, 1.93, -2.22], [2.80, 1.58, -4.29], [3.94, 0.07, -3.50], [3.99, 0.19, -5.28], [2.40, -1.69, -4.20], [1.72, -0.67, -5.50]],
  "lowdin_charge": [-0.3626, 0.5626, 0.3054, -0.2559, 0.0644, -0.0011, 0.0999, 0.0380, -0.1523, 0.0440, -0.6454, 0.7717, 0.0390, 0.1359, 0.1859, 0.1436, -0.1570, -0.1550, -0.2104, 0.6304, -0.2452, -0.2301, -0.1844, 0.1376, 0.1452, 0.1437, 0.1363, -0.1647, -0.1700, -0.1919, 0.6541, -0.2423, -0.2113, -0.1864, 0.1361, 0.1379, 0.1391, 0.1187, -0.1585, -0.1688, -0.2434, 0.6425, -0.2169, -0.2255, -0.1781, 0.1371, 0.1425, 0.1285, 0.1373],
  "lumo_ev": -5.27,
  "orbital_gap_ev": 7.112,
  "e_homo_ev": -12.4,
  "total_charge": 1
}

---

no.,E (eV)
1,-17600.574
2,-31090.791
3,-27662.713
4,-26573.747
5,-100699.552
6,-35580.722
7,-43008.609
8,-165412.944